Formula: C2N4O3S
Source: the Open Molecules 2025 dataset
Level of theory: ωB97M-V/def2-TZVPD

## Properties
F_max, eV/A: 3.82
ΔE to the lowest compared entry with this formula, charge and spin, kcal/mol: 3.4
Gap between HOMO and LUMO, eV: 6.02
E_LUMO, eV: 6.17

Geometry as ORCA input:
```
! wB97M-V def2-TZVPD RIJCOSX def2/J DEFGRID3
* xyz -2 1
C 0.549 0.419 -0.011
C 0.046 -0.464 -1.087
N 1.036 1.351 1.921
N 0.573 0.241 1.368
N 1.032 1.725 -0.248
N 1.275 2.221 0.934
O -2.027 -0.836 0.584
O 0.425 -0.395 -2.239
O -1.233 -2.831 -0.502
S -1.677 -1.431 -0.720
*
```


Formula: C12H21BFNO3PS
Source: the Open Molecules 2025 dataset
Level of theory: ωB97M-V/def2-TZVPD

## Properties
F_max, eV/A: 4.71
Gap between HOMO and LUMO, eV: 6.26
E_LUMO, eV: -4.39

Geometry as ORCA input:
```
! wB97M-V def2-TZVPD RIJCOSX def2/J DEFGRID3
* xyz 1 1
C 3.092 3.099 -1.338
P 2.136 1.626 -2.036
C 1.596 1.881 -3.833
C 0.717 1.078 -0.918
C -0.210 2.142 -0.245
S -0.098 3.970 -0.470
C -1.333 1.611 0.701
C -1.522 0.083 0.963
C -2.675 -0.326 1.986
C -4.164 -0.266 1.358
O -5.076 -0.277 2.511
N -0.651 -0.878 0.270
C -0.925 -2.322 0.581
C -0.244 -2.706 2.022
F 0.610 -1.652 2.496
C 0.421 -0.446 -0.629
C 1.363 -1.526 -1.373
B 2.537 -1.910 -0.295
O 3.087 -3.262 -0.170
O 3.005 -0.806 0.531
H 2.589 4.124 -1.537
H 4.142 3.099 -1.790
H 3.092 2.990 -0.188
H 2.297 1.226 -4.481
H 0.548 1.413 -3.952
H 1.656 2.959 -4.209
H 0.363 4.526 0.725
H -2.032 2.374 1.212
H -2.521 -1.338 2.500
H -2.666 0.465 2.832
H -4.365 -1.265 0.809
H -4.355 0.643 0.696
H -5.798 0.354 2.292
H -0.471 -3.047 -0.174
H -2.057 -2.553 0.601
H -1.077 -2.999 2.747
H 0.399 -3.640 1.864
H 0.757 -2.448 -1.724
H 1.868 -1.110 -2.309
H 2.632 -3.673 0.608
H 3.337 -1.210 1.366
*
```


Formula: C6H12N2
Source: the Open Molecules 2025 dataset
Level of theory: ωB97M-V/def2-TZVPD

## Properties
F_max, eV/A: 2.50
ΔE to the lowest compared entry with this formula, charge and spin, kcal/mol: 16.8
Gap between HOMO and LUMO (alpha / beta), eV: 10.07 / 6.49
⟨S²⟩: 0.7630
E_LUMO (alpha / beta), eV: -4.34 / -7.92

Geometry as ORCA input:
```
! wB97M-V def2-TZVPD RIJCOSX def2/J DEFGRID3
* xyz 1 2
C 0.577 2.589 1.370
C -0.284 1.394 1.265
C -1.129 0.863 2.251
C -1.084 -0.389 0.453
N -0.232 0.622 0.196
N -1.698 -0.237 1.748
H 0.000 3.520 1.508
H 1.153 2.717 0.470
H -1.299 1.367 3.177
H -1.499 -1.050 -0.288
H -2.253 -0.859 2.322
H 1.369 2.418 2.127
C 1.487 -1.889 -1.795
C 0.126 -1.445 -2.357
H 1.818 -2.895 -2.063
H 2.277 -1.262 -2.177
H 1.343 -1.709 -0.723
H -0.659 -2.095 -2.018
H -0.137 -0.424 -2.034
H 0.124 -1.235 -3.430
*
```


Formula: C45H40AsBF6IN5STl
Source: the Open Molecules 2025 dataset
Level of theory: ωB97M-V/def2-TZVPD

## Properties
F_max, eV/A: 1.55
ΔE to the lowest compared entry with this formula, charge and spin, kcal/mol: 65.0
Gap between HOMO and LUMO, eV: 2.84
E_LUMO, eV: -5.47

Geometry as ORCA input:
```
! wB97M-V def2-TZVPD RIJCOSX def2/J DEFGRID3
* xyz 1 1
Tl 0.050 0.344 0.731
C 2.627 4.580 0.579
C 1.531 3.526 0.384
N 0.868 3.033 1.593
C -0.058 4.016 2.160
C -1.369 4.105 1.384
C 1.833 2.567 2.588
C 1.214 1.660 3.673
N 0.028 1.052 3.167
C -0.881 0.505 3.951
C -2.170 0.273 3.394
F -2.381 0.658 2.102
C -3.197 -0.297 4.105
F -4.396 -0.451 3.521
C -3.015 -0.726 5.412
C -1.763 -0.545 5.982
F -1.557 -0.987 7.229
C -0.733 0.075 5.303
F 0.465 0.193 5.911
H 3.005 4.890 -0.392
H 2.235 5.464 1.077
H 3.457 4.188 1.164
H 0.740 3.936 -0.259
H 1.957 2.659 -0.136
H -0.297 3.703 3.176
H 0.399 5.014 2.220
H -1.786 3.103 1.260
H -2.078 4.715 1.942
H -1.235 4.560 0.397
H 2.588 1.992 2.055
H 2.333 3.402 3.093
H 1.955 0.896 3.946
H 1.007 2.240 4.581
H -3.814 -1.191 5.962
I 6.464 1.486 -0.690
C 4.890 0.088 -0.829
C 4.995 -1.075 -1.577
C 3.901 -1.927 -1.606
C 2.760 -1.576 -0.899
N 2.668 -0.464 -0.180
C 3.714 0.343 -0.141
H 5.899 -1.314 -2.116
H 3.939 -2.852 -2.160
H 1.888 -2.216 -0.897
H 3.627 1.233 0.467
S -0.322 -6.505 3.142
C -0.289 -4.760 2.755
C 0.909 -4.056 2.699
C 0.868 -2.717 2.350
N -0.256 -2.075 2.049
C -1.399 -2.745 2.136
C -1.473 -4.083 2.489
C 0.423 -7.037 1.587
C -0.408 -7.317 0.515
C 0.184 -7.697 -0.681
N 1.490 -7.800 -0.841
C 2.271 -7.556 0.194
C 1.793 -7.172 1.442
H 1.848 -4.535 2.931
H 1.776 -2.127 2.308
H -2.298 -2.197 1.890
H -2.426 -4.585 2.545
H -1.480 -7.244 0.613
H -0.418 -7.927 -1.550
H 3.332 -7.670 0.020
H 2.466 -6.996 2.266
F -2.432 -1.725 -0.507
B -2.061 -2.043 -1.725
F -0.997 -2.807 -1.809
C -1.729 5.875 -4.776
C -2.771 4.989 -4.572
C -2.616 3.912 -3.715
C -1.411 3.718 -3.059
C -0.362 4.609 -3.270
C -0.518 5.677 -4.134
As -1.097 2.309 -1.707
C -2.436 0.979 -2.174
C -3.781 1.025 -1.872
C -4.657 0.019 -2.351
C -4.161 -1.111 -2.906
C -2.705 -1.346 -3.030
C -1.884 -0.107 -2.870
C -0.513 0.037 -3.250
C 0.240 -0.868 -4.010
C 1.564 -0.601 -4.282
C 2.161 0.563 -3.812
C 1.426 1.470 -3.065
C 0.097 1.225 -2.786
H -1.860 6.720 -5.435
H -3.712 5.137 -5.079
H -3.435 3.219 -3.563
H 0.583 4.456 -2.757
H 0.302 6.358 -4.301
H -4.175 1.857 -1.303
H -5.724 0.168 -2.266
H -4.809 -1.912 -3.225
H -2.453 -1.935 -3.913
H -0.213 -1.778 -4.373
H 2.147 -1.308 -4.854
H 3.194 0.769 -4.044
H 1.897 2.370 -2.693
*
```


Formula: C32H56O16
Source: the Open Molecules 2025 dataset
Level of theory: ωB97M-V/def2-TZVPD

## Properties
F_max, eV/A: 5.55
ΔE to the lowest compared entry with this formula, charge and spin, kcal/mol: 78.3
Gap between HOMO and LUMO, eV: 9.63
E_LUMO, eV: 0.28

Geometry as ORCA input:
```
! wB97M-V def2-TZVPD RIJCOSX def2/J DEFGRID3
* xyz 0 1
O -32.113 30.087 -10.918
C -32.768 29.075 -11.226
C -32.452 27.632 -10.893
C -33.258 26.981 -12.000
C -34.442 27.958 -12.398
O -34.025 29.158 -11.895
H -31.373 27.489 -10.851
H -32.854 27.380 -9.911
H -32.648 26.905 -12.900
H -33.582 25.971 -11.749
H -34.441 28.089 -13.480
H -35.383 27.757 -11.887
O -27.588 33.905 -12.929
C -28.673 33.931 -12.391
C -29.488 35.167 -11.849
C -30.897 34.552 -11.890
C -30.668 33.096 -11.728
O -29.355 32.786 -12.159
H -29.090 35.546 -10.908
H -29.288 36.014 -12.505
H -31.509 35.033 -11.127
H -31.394 34.807 -12.826
H -30.671 32.746 -10.696
H -31.461 32.473 -12.143
O -32.889 35.027 -8.098
C -33.600 34.291 -8.743
C -35.052 34.582 -9.127
C -35.107 33.790 -10.364
C -34.189 32.546 -10.134
O -33.248 33.094 -9.218
H -35.647 34.163 -8.315
H -35.130 35.655 -9.301
H -36.091 33.369 -10.570
H -34.680 34.156 -11.298
H -34.703 31.850 -9.471
H -33.663 32.087 -10.972
O -39.624 40.476 -8.262
C -38.514 39.943 -8.411
C -37.344 40.155 -7.482
C -36.184 40.063 -8.541
C -36.806 38.901 -9.346
O -38.192 39.154 -9.414
H -37.209 40.934 -6.731
H -37.297 39.305 -6.800
H -36.056 40.917 -9.206
H -35.235 39.836 -8.055
H -36.247 38.871 -10.282
H -36.675 38.004 -8.741
O -39.696 34.813 -14.394
C -39.240 35.421 -13.448
C -40.042 36.082 -12.315
C -38.879 36.393 -11.369
C -37.568 36.460 -12.199
O -37.937 35.658 -13.323
H -40.452 36.981 -12.775
H -40.846 35.532 -11.825
H -39.096 37.327 -10.851
H -38.844 35.648 -10.574
H -37.214 37.477 -12.367
H -36.746 36.059 -11.605
O -37.323 36.139 -6.416
C -36.279 36.497 -5.898
C -35.683 35.941 -4.626
C -34.534 36.957 -4.329
C -34.277 37.641 -5.643
O -35.485 37.497 -6.358
H -36.434 35.744 -3.860
H -35.229 34.982 -4.873
H -34.794 37.630 -3.513
H -33.597 36.512 -3.995
H -34.068 38.704 -5.517
H -33.390 37.196 -6.094
C -27.164 37.461 -8.174
O -28.572 37.278 -8.244
C -29.246 37.840 -7.096
C -30.779 37.581 -7.113
O -31.302 38.539 -8.046
C -32.309 38.111 -8.980
H -26.900 38.490 -8.416
H -26.750 36.736 -8.875
H -26.834 37.262 -7.155
H -28.948 38.886 -7.026
H -28.855 37.401 -6.178
H -31.334 37.952 -6.251
H -30.990 36.527 -7.294
H -32.515 38.891 -9.714
H -33.205 37.863 -8.412
H -32.126 37.135 -9.430
C -31.476 34.235 -4.783
O -30.792 35.413 -4.402
C -30.612 35.504 -3.024
C -30.072 36.936 -2.711
O -31.056 37.980 -2.864
C -31.987 38.138 -1.771
H -31.776 34.198 -5.830
H -32.419 34.164 -4.240
H -30.775 33.452 -4.494
H -29.775 34.868 -2.737
H -31.509 35.200 -2.484
H -29.345 37.108 -3.506
H -29.555 36.903 -1.752
H -32.165 39.172 -1.476
H -31.969 37.517 -0.876
H -32.869 37.631 -2.163
*
```


Formula: CH9NO3
Source: the Open Molecules 2025 dataset
Level of theory: ωB97M-V/def2-TZVPD

## Properties
F_max, eV/A: 2.84
ΔE to the lowest compared entry with this formula, charge and spin, kcal/mol: 45.3
Gap between HOMO and LUMO (alpha / beta), eV: 7.41 / 3.40
⟨S²⟩: 0.7574
E_LUMO (alpha / beta), eV: -6.91 / -10.69

Geometry as ORCA input:
```
! wB97M-V def2-TZVPD RIJCOSX def2/J DEFGRID3
* xyz 1 2
C 0.075 2.151 2.141
N 0.201 1.256 1.270
H 0.829 2.398 2.906
H -0.844 2.763 2.147
H 0.733 0.422 1.618
H -2.030 -2.354 -0.362
H -1.578 -0.949 -0.025
O -2.020 -1.710 0.359
H 1.436 1.517 -2.017
H 0.619 1.112 -0.802
O 1.299 0.796 -1.394
H 0.751 -1.012 -1.714
H 0.805 -2.321 -0.928
O 0.392 -1.910 -1.693
*
```


Formula: C17H32KN4OTa
Source: the Open Molecules 2025 dataset
Level of theory: ωB97M-V/def2-TZVPD

## Properties
F_max, eV/A: 3.46
ΔE to the lowest compared entry with this formula, charge and spin, kcal/mol: 2.3
Gap between HOMO and LUMO, eV: 5.69
E_LUMO, eV: -7.70

Geometry as ORCA input:
```
! wB97M-V def2-TZVPD RIJCOSX def2/J DEFGRID3
* xyz 2 1
N 1.873 0.072 0.036
C 3.017 0.213 -0.348
O 4.136 0.295 -0.731
K 2.159 1.261 3.109
Ta -0.061 0.435 0.220
N -0.130 -0.927 1.645
N -0.575 -0.344 -1.473
C 0.395 -2.233 2.144
C 0.061 -1.086 -2.609
C -0.006 -2.377 3.611
C -0.280 -3.370 1.370
C 1.908 -2.298 2.020
C 0.831 -0.064 -3.431
C -0.997 -1.753 -3.486
C 0.970 -2.175 -2.086
H 0.324 -1.514 4.203
H 0.439 -3.288 4.041
H -1.092 -2.483 3.704
H -1.369 -3.319 1.491
H 0.060 -4.341 1.781
H -0.045 -3.336 0.297
H 2.271 -2.094 1.006
H 2.252 -3.310 2.300
H 2.414 -1.607 2.718
H 0.168 0.736 -3.780
H 1.288 -0.557 -4.305
H 1.641 0.401 -2.855
H -1.622 -1.028 -4.009
H -1.636 -2.412 -2.896
H -0.504 -2.364 -4.255
H 1.434 -2.697 -2.942
H 0.410 -2.909 -1.497
H 1.785 -1.790 -1.475
C -1.562 -0.681 1.969
H -1.931 0.178 1.365
H -2.179 -1.562 1.769
H -1.706 -0.400 3.020
C -1.914 0.259 -1.785
H -2.213 0.965 -1.003
H -1.867 0.826 -2.728
H -2.708 -0.501 -1.841
C -2.706 2.664 1.005
C -1.397 3.276 0.743
C -1.143 4.641 0.717
C 0.185 4.822 0.325
C 0.747 3.574 0.132
C 2.087 3.241 -0.372
N -0.217 2.587 0.408
H -2.959 2.807 2.076
H -2.834 1.584 0.794
H -3.457 3.184 0.369
H -1.906 5.399 0.917
H 0.729 5.745 0.179
H 2.549 4.187 -0.704
H 2.790 2.869 0.402
H 2.094 2.596 -1.272
*
```


Formula: C4H12NO2
Source: the Open Molecules 2025 dataset
Level of theory: ωB97M-V/def2-TZVPD

## Properties
F_max, eV/A: 3.65
ΔE to the lowest compared entry with this formula, charge and spin, kcal/mol: 36.6
Gap between HOMO and LUMO, eV: 6.73
E_LUMO, eV: 3.97

Geometry as ORCA input:
```
! wB97M-V def2-TZVPD RIJCOSX def2/J DEFGRID3
* xyz -1 1
C 0.628 -0.461 1.809
O -0.413 -1.156 2.260
C 0.224 0.089 0.419
C -0.436 1.461 0.495
C -0.584 2.152 -0.808
N -0.743 -0.818 -0.214
H 1.647 -1.000 1.817
H 0.903 0.387 2.460
H 1.115 0.109 -0.262
H 0.273 2.099 1.037
H -1.445 1.402 1.095
H 0.289 1.934 -1.530
H -1.336 2.013 -1.510
H -0.736 3.294 -0.606
H -1.677 -0.430 -0.267
H -0.891 -1.552 0.590
H 0.577 -3.757 -2.440
H 1.223 -2.564 -1.826
O 1.380 -3.201 -2.519
*
```


Formula: C7H13N2O
Source: the Open Molecules 2025 dataset
Level of theory: ωB97M-V/def2-TZVPD

## Properties
F_max, eV/A: 4.10
ΔE to the lowest compared entry with this formula, charge and spin, kcal/mol: 54.4
Gap between HOMO and LUMO, eV: 9.57
E_LUMO, eV: -4.17

Geometry as ORCA input:
```
! wB97M-V def2-TZVPD RIJCOSX def2/J DEFGRID3
* xyz 1 1
C -0.953 2.401 0.160
C -0.613 0.997 -0.006
N -1.259 -0.098 -0.103
C -2.753 -0.234 -0.055
C -0.619 -1.371 -0.338
C 0.752 -1.445 0.316
N 1.628 -0.321 -0.015
C 3.105 -0.606 -0.071
C 1.167 0.930 -0.010
O 1.781 1.961 -0.065
H -0.290 2.910 -0.598
H -0.606 2.794 1.103
H -2.066 2.624 0.011
H -3.120 -1.251 -0.397
H -3.250 0.504 -0.565
H -3.174 -0.201 0.996
H -0.547 -1.343 -1.463
H -1.182 -2.312 0.006
H 0.667 -1.603 1.402
H 1.377 -2.329 -0.043
H 3.490 0.309 -0.575
H 3.382 -0.747 0.927
H 3.080 -1.568 -0.617
*
```


Formula: H22O11
Source: the Open Molecules 2025 dataset
Level of theory: ωB97M-V/def2-TZVPD

## Properties
F_max, eV/A: 1.26
ΔE to the lowest compared entry with this formula, charge and spin, kcal/mol: 87.3
Gap between HOMO and LUMO, eV: 10.07
E_LUMO, eV: 0.08

Geometry as ORCA input:
```
! wB97M-V def2-TZVPD RIJCOSX def2/J DEFGRID3
* xyz 0 1
O -0.633 -0.138 -0.201
H -0.177 -0.058 -1.046
H -0.201 -0.885 0.228
O -4.942 0.802 -0.475
H -5.258 1.088 0.390
H -5.745 0.702 -0.998
O 3.814 1.020 -2.223
H 4.199 1.719 -2.764
H 4.566 0.652 -1.745
O -2.021 2.221 -1.434
H -1.403 2.117 -2.167
H -2.830 2.536 -1.853
O 3.063 -2.346 0.637
H 3.394 -1.452 0.496
H 2.221 -2.361 0.168
O 1.253 3.648 0.241
H 1.655 4.520 0.157
H 1.558 3.173 -0.540
O 3.165 1.721 2.955
H 2.825 2.613 3.086
H 2.627 1.368 2.238
O -1.645 -2.695 0.134
H -2.173 -3.002 -0.611
H -1.253 -3.499 0.491
O 1.755 -2.688 -2.055
H 1.004 -2.330 -1.569
H 1.352 -3.163 -2.791
O 1.682 -1.136 2.232
H 1.163 -1.509 1.511
H 1.404 -1.640 3.006
O -4.685 -0.671 1.666
H -5.391 -0.086 1.963
H -4.343 -0.241 0.874
*
```


Formula: C10H34O7
Source: the Open Molecules 2025 dataset
Level of theory: ωB97M-V/def2-TZVPD

## Properties
F_max, eV/A: 2.36
ΔE to the lowest compared entry with this formula, charge and spin, kcal/mol: 84.1
Gap between HOMO and LUMO, eV: 10.22
E_LUMO, eV: 0.52

Geometry as ORCA input:
```
! wB97M-V def2-TZVPD RIJCOSX def2/J DEFGRID3
* xyz 0 1
C -3.439 1.460 -1.768
C -4.406 0.992 -0.669
O -3.703 1.083 0.526
H -3.991 1.543 -2.705
H -2.729 0.685 -2.059
H -2.913 2.392 -1.566
H -4.616 -0.064 -0.837
H -5.318 1.589 -0.701
H -4.368 1.286 1.188
C 1.069 -0.579 3.653
C 2.427 -0.284 4.262
O 2.633 1.012 4.761
H 0.978 0.030 2.754
H 0.294 -0.296 4.366
H 0.956 -1.633 3.397
H 3.153 -0.463 3.469
H 2.760 -1.011 5.003
H 3.573 1.193 4.681
C 1.004 0.350 -0.723
C -0.259 0.974 -0.177
O -1.020 0.015 0.561
H 1.787 0.355 0.035
H 1.361 0.921 -1.580
H 0.848 -0.685 -1.027
H -0.849 1.440 -0.967
H -0.107 1.813 0.503
H -1.881 0.435 0.619
C 0.715 -3.076 0.925
O -0.628 -2.776 0.985
H 0.795 -4.075 0.497
H 1.118 -2.282 0.296
H 1.155 -3.031 1.921
H -0.715 -1.820 0.990
C 2.253 -0.375 -4.369
O 1.226 0.048 -5.229
H 3.246 -0.029 -4.655
H 2.096 0.013 -3.362
H 2.234 -1.444 -4.154
H 0.441 -0.462 -5.016
C 3.213 2.892 1.420
O 1.912 3.485 1.518
H 3.819 3.115 0.542
H 3.844 3.191 2.256
H 3.090 1.810 1.479
H 1.353 3.161 2.227
C -2.179 -2.026 -1.989
O -2.850 -2.140 -3.219
H -2.799 -1.947 -1.096
H -1.491 -2.865 -1.884
H -1.544 -1.141 -2.023
H -3.549 -2.777 -3.056
*
```


Formula: C5H6N2O2
Source: the Open Molecules 2025 dataset
Level of theory: ωB97M-V/def2-TZVPD

## Properties
F_max, eV/A: 7.56
ΔE to the lowest compared entry with this formula, charge and spin, kcal/mol: 164.1
Gap between HOMO and LUMO, eV: 8.56
E_LUMO, eV: -0.08

Geometry as ORCA input:
```
! wB97M-V def2-TZVPD RIJCOSX def2/J DEFGRID3
* xyz 0 1
C 2.451 -0.610 0.965
C 2.241 0.305 -0.134
C -0.491 -1.375 -0.427
C -1.705 -1.420 0.054
C -0.973 0.908 -0.031
H 1.768 -1.311 1.470
H 3.672 -0.644 1.218
H 2.998 0.785 -0.601
H 0.335 -2.084 -0.660
H -2.103 -2.460 0.532
H -2.769 0.058 1.449
N -0.043 -0.060 -0.366
N -2.126 0.020 0.133
O 1.112 0.383 -0.959
O -0.843 2.004 0.417
*
```